No. 1
The following is a DFT calculation (ωB97M-V/def2-TZVPD) of a structure of composition C6H4F2S2 at a distorted geometry.

Geometry as XYZ:
```
14
Properties=species:S:1:pos:R:3:mulliken_charge:R:1
S 0.35271 1.02222 2.03723 -0.11
S 1.85018 -1.53904 -1.22109 -0.15
F -2.67768 -1.03139 0.69306 -0.32
F 1.54316 -1.57217 1.57979 -0.13
C -1.26261 0.49035 1.63727 -0.30
C 2.08960 -0.38623 1.27745 -0.48
C -1.40384 -0.38238 0.58487 0.50
C 1.92539 -0.12550 -0.09999 -0.13
C -0.65057 -0.74294 -0.45237 -0.62
C 0.66773 -0.29327 -0.88430 -0.09
H 2.56013 0.67197 -0.36434 0.64
H -2.23412 0.69864 2.13208 0.34
H 0.60455 0.63272 -1.56999 0.39
H -1.02474 -1.47368 -1.01984 0.46
```

energy	-33386.0598	eV
highest occupied orbital energy (alpha / beta)	-0.3106 / -0.3104	Eh
orbital gap (alpha / beta)	0.23584 / 0.23561	hartree
2S+1	1
LUMO level (alpha / beta)	-2.03 / -2.04	eV

No. 2
The following is a DFT calculation (ωB97M-V/def2-TZVPD) of a structure of composition C18H22BrN2O4PSr at a distorted geometry.

Geometry as XYZ:
```
49
Properties=species:S:1:pos:R:3:mulliken_charge:R:1
Sr -0.15635 0.60432 0.49715 1.75
Br 0.30458 2.64887 -1.87893 -0.20
P 1.97458 -1.31811 -0.79496 0.36
O 0.71832 -0.00142 2.38755 -0.86
O 0.73224 0.10546 4.63492 -0.64
O -4.62631 3.47564 5.63762 -0.74
O -2.99554 2.58401 6.93228 -0.71
N -1.59936 1.46965 2.27794 -0.78
N -1.96942 1.15565 -1.31537 0.04
C -3.23256 1.59180 -3.71318 -0.20
C 3.47929 -3.57408 0.19676 -1.28
C -2.85851 2.35040 4.60947 0.28
C -3.85772 0.84457 -2.73016 -0.61
C 1.49420 -2.58976 -2.01742 -0.68
C 0.70419 -1.98556 -3.17654 -1.17
C -3.57195 2.83701 5.85808 0.48
C -1.98011 2.13196 -3.49509 -0.65
C -1.41101 1.86845 -2.25510 0.53
C -1.67442 1.61318 4.66758 -0.46
C 2.85069 -2.22800 0.54082 -0.43
C -3.18745 0.64581 -1.53419 -0.56
C -1.07425 1.18793 3.50733 0.70
C -3.38315 2.63373 3.35407 -0.83
C 4.53245 -1.14005 -2.12027 -1.27
C 0.23801 0.36136 3.57316 0.19
C -2.73597 2.18553 2.22816 -0.28
C 3.28725 -0.38589 -1.67089 -0.55
H 2.36794 -3.13039 -2.38544 0.44
H 4.19675 -3.51056 -0.62140 0.25
H 5.20172 -0.48993 -2.68479 0.40
H -0.19399 -1.46624 -2.82898 0.19
H -1.46824 2.73182 -4.23134 0.47
H 4.28889 -1.98837 -2.76241 0.28
H -1.24920 1.38641 5.63555 0.58
H 2.72512 -4.31045 -0.08704 0.31
H 5.09539 -1.51908 -1.26689 0.27
H -4.30089 3.20630 3.32701 0.49
H -3.73091 1.76484 -4.65951 0.40
H 2.79996 0.09938 -2.52221 0.39
H -3.63522 0.07836 -0.72807 0.51
H 3.59829 -1.52966 0.92980 0.42
H 4.00412 -3.97417 1.06486 0.39
H 3.57337 0.42865 -0.99780 0.41
H 1.29697 -1.26189 -3.73961 0.29
H 0.88306 -3.32583 -1.48756 0.44
H -4.84235 0.42385 -2.87138 0.41
H -3.12800 2.40203 1.23813 0.48
H 2.13467 -2.33435 1.35852 0.35
H 0.38084 -2.75320 -3.88025 0.39
```

energy	-110361.9786	eV
highest occupied orbital energy	-0.2555	Eh
orbital gap	0.20631	hartree
2S+1	1
energy relative to the best compared isomer or geometry (same formula, charge and spin)	88.8	kJ/mol
LUMO level	-1.34	eV

No. 3
The following is a DFT calculation (ωB97M-V/def2-TZVPD) of a cluster of 2 separate species, ClHOS in total at a distorted geometry.

Geometry as XYZ:
```
4
Properties=species:S:1:pos:R:3:mulliken_charge:R:1
Cl 1.92180 -1.09722 1.05010 0.17
S -1.23401 0.95379 0.22062 -0.08
O 1.00625 -0.92776 -0.23292 -0.27
H -1.69404 1.07119 -1.03781 0.17
```

energy	-25415.2480	eV
highest occupied orbital energy (alpha / beta)	-0.3351 / -0.3350	Eh
orbital gap (alpha / beta)	0.18812 / 0.18790	hartree
2S+1	1
energy relative to the best compared isomer or geometry (same formula, charge and spin)	409.4	kJ/mol
LUMO level (alpha / beta)	-4.00 / -4.00	eV

No. 4
The following is a DFT calculation (ωB97M-V/def2-TZVPD) of a cluster of 9 separate species, C34H89F6N9O14P in total at a distorted geometry.

Geometry as XYZ:
```
153
Properties=species:S:1:pos:R:3:mulliken_charge:R:1
P 1.64980 -0.69686 0.35954 1.65
F 1.72666 -0.79298 -1.26667 -0.62
F 1.40234 -2.31893 0.35894 -0.42
F -0.04185 -0.50335 0.29409 -0.41
F 3.27439 -0.93708 0.46125 -0.56
F 1.56857 -0.64433 1.96819 -0.09
F 1.93922 0.95311 0.39030 -0.29
O -1.62091 6.93528 6.72770 -0.25
O 1.92099 -3.62411 2.77790 -0.53
O 6.06609 -5.86720 2.99870 -0.31
O -0.67174 2.97169 2.95207 -0.26
O -3.97013 -0.36957 1.41119 -0.50
O -1.00713 -2.38099 2.58510 -0.62
O 4.33837 1.13743 5.01482 -0.71
O 7.31612 -3.84606 -2.25191 -0.37
O -4.46075 -6.26984 -0.92784 -0.32
O 4.83758 6.57808 -5.54387 -0.30
O 5.66035 0.46187 -3.72641 -0.80
O -8.66901 -0.98784 -4.21739 -0.33
O 0.32267 3.61185 -2.14811 -0.46
O -2.27037 -0.28175 -4.00455 -0.37
N 2.29851 0.55117 4.54205 -0.18
N -2.27941 4.62434 4.46322 -0.42
N 2.28919 4.45832 -4.09910 -0.36
N 2.74017 1.13737 6.59321 -0.45
N 4.77094 0.13421 -1.63926 -0.14
N -5.83040 0.29760 -3.70350 -0.18
N -3.93333 -3.58171 0.82576 -0.05
N 6.03868 -4.41891 0.42170 -0.29
N 3.46724 -0.18061 -3.20498 -0.10
C 3.19507 0.94191 5.36190 0.71
C 0.67851 -3.89560 3.44861 -0.76
C 3.59624 4.98496 -4.30667 -0.62
C 5.67563 -3.27297 -0.44036 -0.21
C -0.08579 1.87033 2.37999 -0.28
C -4.80980 -2.48847 0.42051 -0.75
C -2.61158 6.02599 4.54253 -0.82
C -5.35998 -5.40327 -0.19757 -0.36
C -2.82726 6.66692 5.93763 -0.63
C -4.63458 -4.82860 1.00790 -0.72
C -0.37124 2.99406 4.36801 -0.32
C -8.25748 0.42256 -4.26123 -0.69
C -3.40119 -0.16930 -3.21991 0.16
C 6.79323 -2.81305 -1.36911 -0.53
C -6.84422 0.59129 -4.72728 -0.73
C -2.99798 0.68154 1.29290 -0.11
C 2.35064 3.14327 -3.45944 -0.99
C 8.29090 -3.44779 -3.26262 -0.69
C -0.82511 4.41597 4.79536 -0.72
C 5.00233 7.21761 -6.78574 -0.77
C -4.43759 0.35039 -4.20156 -0.94
C -1.11838 -0.82156 -3.41918 -0.62
C 4.72236 0.16978 -2.95301 0.55
C 4.87072 -4.71374 1.25240 -0.60
C 3.51944 6.25579 -5.16966 -0.55
C 4.93621 -6.02241 2.15812 -0.67
C -5.04207 -7.40483 -1.55662 -0.74
C -1.88894 7.64979 7.87482 -0.80
C -0.72947 3.17412 -1.34141 -0.45
C 0.95781 2.60970 -2.95782 0.44
C -4.04446 -1.08805 0.24232 -0.47
C 6.19839 -6.88322 3.97751 -0.77
C -0.59146 -3.74971 2.57512 -0.21
C -10.02347 -1.01980 -3.72661 -0.73
H -5.62246 -7.16143 -2.44657 0.28
H 2.85048 6.14025 -6.02245 0.44
H 3.22645 -0.23430 -4.18438 0.19
H -3.37436 7.57451 5.68255 0.41
H -2.02660 0.25080 1.53579 -0.27
H -5.62185 -2.35979 1.13613 0.31
H -0.24438 0.92009 2.88989 0.24
H 9.07117 -2.88773 -2.74725 0.29
H -8.99047 1.02177 -4.80140 0.49
H 3.14036 3.05561 -2.71327 0.42
H -2.33758 8.62846 7.70443 0.29
H 1.80229 0.90173 6.88467 0.21
H -1.95227 6.61087 3.90117 0.43
H -0.36741 -1.84774 2.10761 0.23
H -0.52445 -0.08311 -2.88061 0.09
H 5.62377 0.37882 -1.15660 0.19
H -1.40463 -4.37868 2.93739 0.44
H -4.24235 -0.22516 -5.10640 0.36
H 2.87743 -0.34515 -2.40176 0.25
H -1.22737 -1.68585 -2.76403 0.37
H 0.78796 -4.91661 3.81421 0.41
H 4.84256 -3.56467 -1.07988 0.29
H -0.39070 -1.07321 -4.19070 0.34
H -0.50627 1.79572 1.37713 -0.41
H -8.38840 0.96959 -3.32757 0.38
H 4.82728 6.53488 -7.61721 0.32
H -3.35975 -3.17870 1.55287 0.04
H -1.45664 2.49863 -1.79198 -0.01
H -2.93284 1.20764 0.34049 0.27
H -10.70872 -0.59466 -4.45995 0.30
H 6.24147 -7.88415 3.54811 0.29
H 0.98515 2.06230 2.44592 0.70
H 5.35438 -2.39442 0.11915 0.21
H 1.87013 5.02801 -3.37803 0.31
H -5.74300 -4.62545 -0.85816 0.25
H -5.28610 -4.75571 1.87871 0.45
H 7.68352 -2.34655 -0.94737 0.38
H 5.17465 -6.95008 1.63786 0.35
H -3.91227 -5.59267 1.29525 0.32
H 8.67881 -4.39425 -3.63923 0.25
H 3.34134 1.81352 7.04211 0.23
H -3.02032 -1.19661 -0.11469 0.39
H 4.38743 4.37672 -4.74504 0.44
H -6.25070 -5.95910 0.09533 0.39
H 0.71133 -3.36969 4.40278 0.24
H -3.70811 -1.08883 -2.72155 0.22
H -4.72482 -0.49196 -0.36586 0.38
H -5.26643 -2.67692 -0.55113 0.32
H 2.66622 2.41604 -4.20754 0.29
H -0.95889 7.63938 8.44316 0.26
H -0.28198 2.54639 -0.57082 0.16
H 3.18482 7.09602 -4.56126 0.24
H -0.35815 -4.18720 1.60442 0.23
H -1.42936 3.93086 -0.98702 0.40
H -3.16745 0.48262 -2.37820 0.03
H -6.73935 1.53688 -5.25921 0.50
H 6.07692 7.39945 -6.80261 0.26
H 3.96471 -0.02129 -1.05111 -0.01
H 4.35058 8.07714 -6.94239 0.30
H 1.34928 0.37299 4.83756 0.11
H -4.10477 1.38317 -4.30505 0.25
H 5.32668 -6.79836 4.62636 0.29
H -5.99950 -0.64910 -3.39486 0.18
H 4.65586 -3.85656 1.89051 0.35
H 1.27338 1.78261 -2.32186 -0.32
H 3.90862 5.35430 -3.32989 0.30
H -0.58830 4.64918 5.83345 0.44
H 6.79190 -4.27465 1.07892 0.27
H -0.19902 5.03606 4.15380 0.27
H 7.10734 -6.89845 4.57891 0.26
H -10.26116 -2.06531 -3.53038 0.25
H 0.17878 2.26784 -3.63924 0.43
H -6.62227 -0.08723 -5.55096 0.38
H -0.95872 2.24336 4.89662 0.34
H 1.87316 -2.89393 2.15649 0.30
H 6.34923 -2.06504 -2.02596 0.18
H -10.17382 -0.38111 -2.85623 0.30
H -2.51151 7.08341 8.56744 0.34
H -2.97492 1.45938 2.05614 0.26
H 0.67438 2.85595 4.64314 0.22
H 7.79185 -2.95764 -4.09856 0.25
H -3.56126 6.13836 4.01948 0.50
H -2.43327 4.22803 3.54705 0.24
H -3.54834 6.09004 6.51672 0.35
H -4.25155 -8.04885 -1.94186 0.23
H -5.68542 -7.88716 -0.82071 0.33
H 3.91768 -4.81154 0.73255 0.34
H 4.05518 -6.27938 2.74622 0.42
H 2.66790 0.29318 3.63812 -0.03
```

energy	-104370.5326	eV
highest occupied orbital energy	-0.2358	Eh
charge	-1
orbital gap	0.31085	hartree
2S+1	1
LUMO level	2.04	eV

No. 5
The following is a DFT calculation (ωB97M-V/def2-TZVPD) of a structure of composition C22H30BMoN8SSe4.

Geometry as XYZ:
```
67
Properties=species:S:1:pos:R:3:mulliken_charge:R:1
Mo -0.47417 -2.39340 -1.18758 0.51
Se -0.82890 -3.86295 -3.37699 0.07
Se -1.94785 -2.04777 -4.36384 -0.19
Se -1.63775 -0.67775 -2.49906 0.06
Se -2.16135 -4.23357 -1.52165 -0.21
S -0.54001 1.49834 -0.31825 -0.06
N 1.44626 -3.14417 1.05436 -0.06
N 1.31465 -1.20206 -1.13717 0.76
N -0.12368 -1.26174 1.59506 1.04
N 1.85582 -0.90111 0.07408 0.94
N -1.18607 4.04069 -0.05867 -0.04
N 0.86336 -3.69654 -0.05381 0.78
N -1.80335 3.07140 -2.04516 -0.19
N -1.08051 -1.55556 0.66977 0.74
C -1.23764 6.06250 -1.42590 -0.07
C 2.17755 -4.06546 1.69356 0.84
C -2.78644 5.81340 0.40557 -0.39
C -3.55086 -1.25378 0.43447 -1.52
C -3.31676 7.06304 0.12137 -0.53
C -2.26383 -1.17431 1.17705 0.31
C 3.01294 0.19713 -1.44627 -1.27
C -0.69492 -0.71013 2.67344 0.77
C -1.22134 2.94772 -0.84338 -0.08
C 1.26631 -4.97910 -0.10893 0.53
C 2.01168 -0.53981 -2.06910 0.33
C -1.74652 5.31714 -0.36905 -0.17
C 0.08599 -0.25613 3.85796 -1.36
C 2.94372 -3.78055 2.93957 -1.34
C 1.68479 -0.61347 -3.51792 -1.47
C 3.66655 0.49198 1.05221 -1.37
C 2.87971 -0.05001 -0.09002 0.74
C -2.82461 7.80403 -0.94341 -0.45
C -1.78837 7.30146 -1.71784 -0.52
C -2.05983 -0.64806 2.44641 -1.28
C 0.91355 -5.93380 -1.19651 -1.61
C 2.08764 -5.24840 0.97882 -1.23
B 1.34947 -1.62781 1.33235 -1.31
H 4.44669 1.15155 0.67980 0.41
H 2.30610 -3.34613 3.70858 0.26
H 0.90536 0.10744 -3.77460 0.19
H -0.80639 3.88445 0.86122 0.24
H -3.17519 5.22119 1.22422 0.44
H 3.73951 0.83563 -1.91815 0.53
H 3.76060 -3.08382 2.74936 0.26
H -3.69630 -0.34064 -0.14764 0.21
H -0.40778 5.67474 -2.00338 0.46
H -0.13568 -6.22204 -1.15509 0.25
H -1.39390 7.88214 -2.54081 0.39
H -4.12188 7.45426 0.72851 0.37
H -2.29327 3.91010 -2.31115 0.25
H 2.56506 -6.18459 1.21119 0.49
H 2.01794 -1.33941 2.27179 -0.05
H 1.11820 -5.51119 -2.18127 0.23
H 4.13454 -0.30534 1.62893 0.24
H 3.36655 -4.70557 3.32442 0.36
H 2.56771 -0.38483 -4.11174 0.41
H 0.81413 0.50348 3.57289 0.24
H -1.88684 2.24665 -2.61138 0.07
H 0.62535 -1.08179 4.32180 0.23
H 1.51992 -6.83093 -1.09237 0.38
H -2.80997 -0.25624 3.11136 0.53
H -4.37630 -1.33978 1.13873 0.42
H 1.32457 -1.60353 -3.80167 0.21
H -3.24444 8.77539 -1.16656 0.39
H -3.58596 -2.09717 -0.25250 0.22
H 3.02380 1.06306 1.72285 0.24
H -0.58737 0.17153 4.59711 0.40
```

energy	-309975.4169	eV
highest occupied orbital energy (alpha / beta)	-0.3900 / -0.3916	Eh
charge	+1
orbital gap (alpha / beta)	0.21354 / 0.25206	hartree
2S+1	3
energy relative to the best compared isomer or geometry (same formula, charge and spin)	23.7	kJ/mol
expectation value of S²	2.2358
LUMO level (alpha / beta)	-4.80 / -3.80	eV